Formula: C5H12BBr4Na6O3
Source: the OMol25 dataset
Level of theory: wB97M-V/def2-TZVPD

Geometry as XYZ:
```
31
Properties=species:S:1:pos:R:3:forces:R:3:mulliken_charge:R:1
Na -0.20823 -0.02914 3.10488 0.9 -0.5 -0.7 0.872
Na -1.54133 3.03340 1.86705 1.2 0.5 -0.6 0.967
Na -3.49376 -0.69278 -0.41243 0.9 -0.7 -0.2 0.928
Na 0.28120 2.69527 -1.30195 0.4 -0.2 -0.6 0.767
Na -3.88966 1.10643 2.40065 -0.4 -0.7 0.3 0.924
Na -2.60219 1.57964 -3.05621 0.7 0.7 -0.4 0.856
C -0.98589 0.62373 0.26575 -1.1 0.0 0.7 1.011
O -1.65333 -0.16232 1.09150 -2.3 -0.2 0.5 -1.174
O -1.31285 0.74190 -0.94527 -0.4 -0.3 -0.1 -0.618
O -0.11445 1.32272 0.85674 0.8 1.9 0.3 -0.876
B -1.36103 3.84676 -2.94216 0.0 0.6 -0.3 0.070
H -2.35059 4.23397 -3.40695 -0.9 0.5 -0.5 -0.119
H -0.91294 2.98007 -3.54438 1.0 -1.5 -1.3 -0.133
H -0.55159 4.63931 -2.68308 0.8 0.9 0.0 -0.138
H -1.59338 3.36924 -1.93210 -1.2 -1.2 2.8 -0.395
Br 3.12196 0.40634 -2.26082 -0.1 0.0 -0.5 -0.069
C 2.77981 0.58336 -0.38966 -0.1 -0.6 0.9 -0.064
C 3.65654 -0.39912 0.36772 0.7 0.4 -0.1 -0.740
Br 3.26305 -0.44385 2.30274 -0.4 0.1 -0.4 -0.194
H 1.75339 0.30117 -0.15895 0.0 0.3 -0.3 -0.215
H 2.97618 1.62305 -0.14400 0.1 -0.1 0.3 0.437
H 4.70531 -0.11345 0.33264 0.0 0.0 0.0 0.480
H 3.57616 -1.40467 -0.03096 -0.2 -0.1 0.2 0.372
Br -2.45437 -4.57560 2.22838 0.5 0.4 -0.1 -0.118
C -0.95295 -3.36807 1.70416 -1.0 -0.5 0.3 -0.040
C 0.16146 -4.14144 1.05555 0.2 1.1 -0.6 -0.496
Br 1.08975 -2.88059 -0.19887 -0.3 -0.2 0.4 -0.161
H -0.67559 -2.87746 2.63443 0.3 0.0 0.0 0.122
H -1.43298 -2.64933 1.05307 0.2 0.0 -0.2 -0.050
H -0.20209 -4.90539 0.38198 0.1 -0.3 0.2 0.414
H 0.92439 -4.44316 1.76056 0.0 -0.4 -0.1 0.382
```
Positions in Å, forces in eV/Å.

Calculated values
Charge: +3
Electronic energy: -11717.3383 Eh
Molecular weight: 588.52 Da
Lowest unoccupied orbital energy: -12.54 eV
Kohn-Sham gap: 4.62 eV
Relative energy (zero: lowest compared OMol25 entry of this formula, charge and spin): 163.0 kJ/mol

Formula: C5H12BNO3
Source: the OMol25 dataset
Level of theory: wB97M-V/def2-TZVPD

Geometry as XYZ:
```
22
Properties=species:S:1:pos:R:3:forces:R:3:mulliken_charge:R:1
B -0.57338 0.33675 1.75638 0.2 1.6 1.5 0.746
C -0.41371 -0.74225 0.76587 1.3 -2.4 -1.8 -0.817
C -1.19956 -0.76322 -0.48829 -2.4 0.7 0.5 0.574
C 0.75717 1.80529 -0.54728 0.5 -0.4 1.4 -0.191
C -1.48113 -2.03602 -1.34534 2.7 0.4 0.3 -1.375
C 2.04967 1.02198 -0.40147 -0.1 3.8 -0.4 -0.774
N -0.40928 0.06984 -1.53596 -2.4 0.2 0.2 -0.393
O -0.33441 1.35521 -1.07915 -0.5 0.4 -1.4 -0.169
O 0.32743 0.49956 2.84374 0.2 0.5 0.2 -0.627
O -1.61379 1.30401 1.71236 0.8 0.1 1.4 -0.583
H 0.45709 -1.50310 0.71596 -1.3 1.3 0.6 0.230
H -2.17878 -0.16590 -0.29257 1.5 -1.1 -0.7 0.268
H 0.58193 2.86622 -0.39821 0.7 -0.1 0.3 0.489
H -1.90358 -1.66961 -2.26098 -0.1 -0.1 -0.6 0.373
H -2.08859 -2.80404 -0.96722 -1.1 -0.6 1.1 0.419
H -0.49933 -2.59937 -1.54635 -1.1 1.0 0.0 0.227
H 1.79593 0.03802 -0.47916 0.1 -2.7 -0.4 0.212
H 2.49248 1.14829 0.58900 -0.2 0.2 -0.1 0.286
H 2.75948 1.42383 -1.16057 -0.1 -0.7 0.4 0.282
H 0.45558 -0.33463 -1.37761 2.4 -0.8 -0.3 0.339
H 0.32230 1.38441 3.28021 -0.1 -1.2 -0.6 0.251
H -1.46200 1.79321 2.56824 -0.8 -0.5 -1.5 0.234
```
Positions in Å, forces in eV/Å.

Calculated values
Electronic energy: -502.9265 Eh
Molecular weight: 144.97 Da
Lowest unoccupied orbital energy (alpha / beta): -0.84 / 0.47 eV
Kohn-Sham gap (alpha / beta): 5.73 / 8.22 eV
Relative energy (zero: lowest compared OMol25 entry of this formula, charge and spin): 493.5 kJ/mol

Formula: C5H12Cl
Source: the OMol25 dataset
Level of theory: wB97M-V/def2-TZVPD

Geometry as XYZ:
```
18
Properties=species:S:1:pos:R:3:forces:R:3:lowdin_spin:R:1
Cl 2.87545 -0.62358 -2.28150 0.1 0.0 -0.1 0.915
H -1.96201 -0.23165 -0.90742 -0.4 0.1 0.2 0.000
C -1.69072 0.04892 0.11367 0.4 0.0 0.0 0.003
H -2.06617 1.05328 0.34934 -0.1 -0.3 -0.1 0.000
H -2.08572 -0.68353 0.82917 -0.1 0.2 -0.2 0.000
C -0.16061 0.04358 0.16176 -0.2 0.0 0.0 0.004
C 0.33542 -1.34292 -0.23270 -0.3 0.3 0.1 0.021
C 0.36080 1.01821 -0.88858 -0.3 -0.2 0.3 0.027
C 0.31934 0.42614 1.56358 0.0 -0.1 -0.5 0.000
H 1.43137 -1.32534 -0.27219 -0.1 -0.3 0.0 0.011
H -0.00676 -2.06156 0.51466 0.2 -0.3 -0.2 0.002
H -0.08439 -1.57648 -1.22452 0.3 -0.2 0.3 0.000
H 1.45636 0.96484 -0.90694 -0.1 0.2 -0.1 0.014
H -0.05890 0.71918 -1.86215 0.3 0.4 0.2 0.000
H 0.04113 2.02657 -0.61842 0.1 0.1 -0.3 0.002
H 1.41554 0.41245 1.56150 -0.1 0.1 0.3 0.000
H -0.04897 1.43086 1.81073 0.2 -0.2 0.1 0.000
H -0.07116 -0.29899 2.29000 0.2 0.2 0.0 0.000
```
Positions in Å, forces in eV/Å.

Calculated values
Electronic energy: -657.8347 Eh
Molecular weight: 107.60 Da
Lowest unoccupied orbital energy (alpha / beta): 0.87 / -3.86 eV
Expectation value of S²: 0.752
Multiplicity: 2
Kohn-Sham gap (alpha / beta): 12.07 / 7.38 eV
Relative energy (zero: lowest compared OMol25 entry of this formula, charge and spin): 0.0 kJ/mol

electronic energy of number 2 (C5H12BNO3)? -502.9265 Eh